{"formula": "C45H44N11O4STi", "method": "ωB97M-V/def2-TZVPD", "symbols": ["Ti", "C", "C", "C", "C", "C", "C", "N", "C", "C", "C", "C", "C", "C", "N", "N", "C", "C", "C", "C", "C", "N", "H", "H", "H", "H", "H", "H", "H", "H", "H", "H", "H", "H", "H", "C", "C", "C", "C", "C", "C", "C", "C", "S", "C", "N", "C", "C", "C", "C", "C", "C", "C", "C", "H", "H", "H", "H", "H", "H", "H", "H", "H", "H", "H", "H", "H", "H", "H", "H", "O", "C", "O", "C", "C", "N", "N", "C", "C", "O", "O", "H", "H", "H", "C", "N", "C", "N", "C", "N", "C", "N", "C", "C", "H", "H", "H", "H", "H", "H", "H", "H", "H", "H", "H", "H"], "positions_angstrom": [[0.1934, 0.3019, -0.4114], [3.7573, 3.3926, -3.6416], [2.4814, 3.6187, -3.1506], [1.9572, 2.8261, -2.1410], [2.6930, 1.7798, -1.5832], [3.9778, 1.5501, -2.1005], [4.4967, 2.3460, -3.1082], [2.1044, 0.9124, -0.6371], [2.9286, 0.2698, 0.2860], [4.1554, 0.7406, 0.7751], [4.9199, -0.0255, 1.6332], [4.4838, -1.2841, 2.0470], [3.2351, -1.7258, 1.6612], [2.4441, -0.9291, 0.8355], [1.1078, -1.2248, 0.5116], [0.6811, -2.3813, 0.9625], [-0.5896, -2.6892, 0.5602], [-1.1757, -3.8655, 1.0594], [-2.4433, -4.1975, 0.6505], [-3.1033, -3.3654, -0.2569], [-2.4478, -2.2373, -0.7021], [-1.2207, -1.8914, -0.3086], [4.1658, 4.0121, -4.4282], [1.8765, 4.4201, -3.5555], [0.9563, 3.0185, -1.7907], [4.5693, 0.7239, -1.7325], [5.4888, 2.1335, -3.4866], [4.5126, 1.7111, 0.4578], [5.8691, 0.3609, 1.9816], [5.1005, -1.8922, 2.6953], [2.8344, -2.6666, 2.0083], [-0.6098, -4.4743, 1.7493], [-2.9213, -5.0949, 1.0208], [-4.0964, -3.5905, -0.6167], [-2.9254, -1.5875, -1.4278], [3.2333, -3.7415, 5.6075], [1.9560, -2.9287, 5.8625], [0.7843, -3.6775, 5.2306], [1.7107, -2.8190, 7.3731], [2.1256, -1.5308, 5.2712], [3.1895, -0.7232, 5.7192], [3.4318, 0.5316, 5.2064], [2.5873, 1.0076, 4.2073], [2.6280, 2.4966, 3.3338], [1.2112, 1.9971, 2.4481], [0.7571, 0.8200, 2.7528], [1.5234, 0.2317, 3.7509], [1.2874, -1.0339, 4.2913], [0.5787, 2.8939, 1.4653], [0.5350, 4.2547, 1.7814], [-0.1532, 5.1497, 0.9845], [-0.8158, 4.6613, -0.1292], [-0.7444, 3.3117, -0.4495], [-0.0248, 2.3758, 0.3047], [3.1243, -4.7492, 6.0139], [4.1048, -3.2845, 6.0766], [3.4308, -3.8239, 4.5370], [0.7062, -4.6706, 5.6760], [0.9231, -3.7995, 4.1545], [-0.1636, -3.1627, 5.3997], [1.5683, -3.8119, 7.8045], [0.8187, -2.2248, 7.5784], [2.5522, -2.3498, 7.8838], [3.8500, -1.0975, 6.4907], [4.2622, 1.1236, 5.5672], [0.4691, -1.6180, 3.8926], [1.0172, 4.6074, 2.6857], [-0.1867, 6.2001, 1.2395], [-1.3826, 5.3293, -0.7662], [-1.2349, 3.0141, -1.3690], [-5.5381, 1.4837, -0.4633], [-5.1632, 1.3438, 0.8036], [-5.9309, 1.4774, 1.7205], [-3.7483, 0.9527, 1.0524], [-3.2232, 0.7594, 2.3166], [-1.9270, 0.4381, 2.1659], [-1.5779, 0.4227, 0.8906], [-2.6549, 0.7458, 0.1947], [-2.4629, 0.8386, -1.2738], [-3.3856, 1.0976, -2.0278], [-1.2319, 0.6219, -1.6535], [-4.7975, 1.3094, -1.0945], [-3.6974, 0.8402, 3.2787], [-1.1671, 0.3719, 2.8395], [0.0005, -2.0982, -2.9228], [0.8892, -0.9532, -2.5898], [0.8408, -0.0241, -3.7576], [1.2393, -0.6690, -5.0004], [0.3393, -1.7915, -5.2518], [0.3746, -2.7673, -4.1617], [1.7490, -3.2500, -4.0216], [2.6810, -2.1599, -3.7392], [2.2693, -1.4988, -2.5076], [2.5978, -1.1895, -4.8343], [-1.0187, -1.7216, -3.0087], [0.0537, -2.8226, -2.1123], [1.5176, 0.8063, -3.5652], [-0.1769, 0.3552, -3.8464], [0.6313, -2.2857, -6.1805], [-0.6796, -1.4139, -5.3592], [2.0480, -3.7452, -4.9474], [1.7905, -3.9746, -3.2055], [2.9538, -0.6825, -2.3049], [2.3083, -2.2117, -1.6815], [2.9076, -1.6761, -5.7611], [3.2739, -0.3575, -4.6263]], "forces_ev_per_angstrom": [[0.150, -0.277, -0.574], [-0.022, 0.001, 0.015], [0.034, -0.008, -0.018], [-0.040, 0.047, 0.005], [-0.019, -0.028, -0.054], [-0.026, -0.019, -0.007], [0.005, -0.005, 0.012], [0.240, -0.009, 0.260], [-0.074, -0.045, 0.168], [0.114, 0.074, -0.213], [-0.027, -0.030, -0.041], [-0.019, 0.009, 0.009], [0.007, 0.024, 0.122], [-0.115, -0.028, 0.061], [0.532, -0.376, 0.477], [-0.032, 0.043, -0.061], [0.005, -0.107, 0.039], [0.004, 0.022, 0.000], [-0.006, 0.005, -0.004], [0.029, -0.001, 0.004], [-0.025, 0.025, -0.093], [0.259, 0.112, 0.113], [0.004, 0.003, -0.011], [-0.007, 0.008, -0.006], [0.165, -0.015, -0.064], [0.033, -0.010, 0.056], [0.009, 0.001, 0.000], [0.003, 0.002, -0.014], [0.015, 0.003, 0.002], [-0.001, -0.005, 0.011], [-0.001, -0.004, 0.029], [0.014, -0.010, 0.023], [-0.003, 0.000, 0.000], [-0.008, -0.006, -0.002], [0.000, 0.009, 0.011], [-0.003, -0.003, 0.009], [-0.005, 0.011, 0.001], [-0.037, -0.002, 0.003], [0.006, -0.004, -0.001], [0.014, -0.015, -0.039], [0.015, -0.011, -0.002], [0.009, -0.002, -0.030], [0.040, -0.042, -0.011], [-0.109, 0.068, -0.002], [0.113, 0.059, -0.053], [0.079, 0.042, 0.145], [-0.016, -0.015, -0.040], [0.052, -0.009, -0.047], [-0.076, -0.099, 0.047], [-0.004, 0.018, 0.057], [0.001, -0.051, -0.009], [-0.001, -0.022, 0.015], [-0.104, 0.029, 0.006], [0.107, 0.229, 0.043], [-0.002, -0.005, 0.004], [0.006, 0.004, 0.002], [0.000, 0.000, -0.014], [0.000, -0.007, -0.005], [-0.001, -0.005, -0.030], [-0.006, 0.001, 0.007], [0.005, -0.007, 0.003], [-0.012, -0.002, 0.000], [0.002, 0.008, 0.003], [0.001, -0.008, 0.005], [0.005, 0.010, 0.002], [-0.008, -0.014, -0.015], [0.004, -0.010, 0.009], [-0.004, 0.006, 0.007], [0.007, 0.005, -0.003], [-0.024, -0.063, 0.000], [-0.004, 0.010, 0.082], [-0.082, -0.329, -0.078], [0.007, 0.126, 0.018], [-0.003, 0.193, 0.101], [0.034, -0.012, -0.103], [-0.225, -0.014, 0.020], [-0.147, 0.172, 0.010], [-0.125, -0.172, -0.019], [0.085, 0.072, -0.069], [-0.021, -0.051, -0.042], [-0.801, 0.299, -0.199], [0.034, 0.121, -0.036], [0.003, -0.008, 0.019], [0.132, 0.009, -0.043], [-0.014, -0.002, -0.027], [-0.143, 0.055, -0.007], [0.074, 0.069, 0.026], [-0.002, -0.006, 0.013], [-0.016, 0.001, -0.019], [-0.002, 0.018, 0.013], [0.009, -0.018, 0.001], [-0.010, 0.009, 0.000], [-0.001, -0.044, 0.043], [0.012, -0.004, -0.022], [-0.008, -0.001, 0.008], [-0.004, 0.006, -0.010], [-0.026, -0.005, -0.014], [-0.001, -0.008, 0.005], [-0.003, 0.002, 0.001], [0.002, -0.001, -0.002], [0.000, -0.002, 0.003], [0.001, 0.001, -0.001], [0.005, 0.005, 0.014], [-0.005, -0.002, -0.007], [0.006, 0.006, -0.002], [-0.009, 0.002, 0.004]], "lowdin_charge": [1.139, -0.095, -0.072, -0.031, -0.275, -0.061, -0.083, -0.047, -0.255, -0.053, -0.084, -0.086, -0.031, -0.240, -0.097, 0.097, -0.345, -0.003, -0.059, -0.043, -0.124, 0.068, 0.099, 0.107, 0.076, 0.112, 0.105, 0.117, 0.106, 0.101, 0.098, 0.107, 0.110, 0.108, 0.117, -0.041, -0.559, -0.066, -0.044, -0.166, -0.031, -0.066, -0.459, 1.137, -0.509, 0.085, -0.291, 0.034, -0.233, -0.056, -0.076, -0.068, -0.133, -0.134, 0.087, 0.078, 0.083, 0.087, 0.076, 0.088, 0.086, 0.091, 0.078, 0.109, 0.112, 0.102, 0.091, 0.104, 0.108, 0.100, 0.133, -0.493, 0.111, -0.026, 0.042, 0.084, -0.006, -0.159, -0.541, 0.100, -0.140, 0.068, 0.143, 0.133, -0.173, -0.092, -0.149, -0.077, -0.167, -0.079, -0.169, -0.075, -0.156, -0.158, 0.119, 0.117, 0.111, 0.126, 0.126, 0.130, 0.125, 0.128, 0.098, 0.128, 0.126, 0.125], "homo_energy_ev": [-7.20, -7.36], "lumo_energy_ev": [-0.7, -1.4], "multiplicity": 2, "s_squared": 0.78}